(1)
Computed, not measured: a structure of composition C34H39F2IN4O3Ti, with wB97M-V/def2-TZVPD.

Geometry as XYZ:
```
84
Properties=species:S:1:pos:R:3
Ti 1.5675 3.0266 1.9875
C -1.2743 -1.0316 5.1268
C -1.3178 -0.0154 3.9766
C -2.7835 0.3567 3.7174
C -0.5901 -0.5764 2.7677
C -1.1357 -1.6843 2.1245
C -0.4973 -2.3079 1.0660
C 0.7590 -1.8655 0.6759
C 1.3588 -0.7783 1.2968
C 2.7892 -0.3930 0.9866
C 3.2742 -0.8423 -0.3932
C 3.7213 -0.9441 2.0708
C 0.6592 -0.0688 2.3166
N 1.2115 1.1229 2.7620
C 1.4390 1.5304 4.0549
C 1.5478 0.7163 5.1922
C 1.8158 1.3092 6.4192
C 1.9900 2.6813 6.5229
C 1.9544 3.4812 5.3711
C 1.6643 2.9203 4.1500
F 3.2876 2.7094 1.9169
H -1.6060 -0.5563 6.0513
H -0.2682 -1.4179 5.2864
H -1.9408 -1.8734 4.9188
H -0.7989 0.8842 4.3017
H -3.3115 -0.4390 3.1814
H -2.8740 1.2828 3.1586
H -3.2923 0.5129 4.6699
H -2.0906 -2.0751 2.4639
H -0.9467 -3.1717 0.5860
H 1.2852 -2.3954 -0.1113
H 2.8618 0.6900 1.0288
H 3.4273 -1.9242 -0.4364
H 4.2301 -0.3627 -0.6085
H 2.5633 -0.5589 -1.1719
H 3.6861 -2.0369 2.0938
H 3.4413 -0.5618 3.0527
H 4.7484 -0.6348 1.8663
H 1.4699 -0.3629 5.0863
H 1.9071 0.6865 7.3026
H 2.1394 3.1422 7.4926
H 2.1294 4.5482 5.4626
C -4.4488 0.0474 -1.8279
C -3.2837 -0.5300 -1.0287
N -2.1572 0.3916 -0.9108
C -2.1831 1.3228 0.0762
C -1.1012 2.0505 0.4475
C -1.2797 3.0914 1.5312
O -2.4001 3.4951 1.7758
O -0.1951 3.4477 2.1093
C 0.1483 1.8417 -0.2056
O 1.2250 2.3567 0.1828
C 0.0942 1.0631 -1.4129
C 1.2029 1.0187 -2.2643
C 1.1312 0.3425 -3.4481
F 2.2000 0.3063 -4.2659
C -0.0282 -0.3181 -3.8265
C -1.1223 -0.3293 -2.9714
C -1.0777 0.3555 -1.7624
N -0.1941 -1.0139 -5.1009
C 0.0515 -2.4914 -5.0398
C -0.6679 -3.1278 -6.2540
N -1.1891 -2.0401 -7.0821
C -0.1109 -1.1649 -7.5406
C 0.4961 -0.4579 -6.3014
H -5.2524 -0.6852 -1.8948
H -4.1410 0.3217 -2.8387
H -4.8386 0.9418 -1.3423
H -2.9233 -1.4562 -1.4740
H -3.6098 -0.7714 -0.0180
H -3.1289 1.4621 0.5831
H 2.0999 1.5527 -1.9757
H -2.0141 -0.8605 -3.2803
H -0.3353 -2.8575 -4.0925
H 1.1268 -2.6570 -5.0577
H -1.5091 -3.7297 -5.9145
H 0.0234 -3.7765 -6.8020
H -1.1906 -0.9470 -5.3552
H -1.7194 -2.4006 -7.8625
H -0.5304 -0.4319 -8.2260
H 0.6703 -1.7198 -8.0720
H 0.3315 0.6174 -6.3132
H 1.5617 -0.6390 -6.2193
I 2.0678 5.6563 1.4916
```

The LUMO energy is -1.70 eV. Its HOMO-LUMO gap is 3.833 eV. As for the net charge: 0. The HOMO energy is -5.53 eV.

Charges computed using Löwdin, reported in e: Ti 0.703; C -0.065; C -0.354; C -0.052; C -0.123; C -0.068; C -0.115; C -0.063; C -0.138; C -0.369; C -0.069; C -0.037; C -0.164; N -0.038; C -0.361; C -0.063; C -0.114; C -0.125; C -0.113; C -0.144; F -0.404; H 0.083; H 0.064; H 0.076; H 0.121; H 0.064; H 0.058; H 0.081; H 0.103; H 0.087; H 0.096; H 0.091; H 0.076; H 0.087; H 0.042; H 0.083; H 0.078; H 0.083; H 0.094; H 0.092; H 0.085; H 0.091; C -0.056; C -0.186; N -0.010; C 0.065; C 0.001; C -0.543; O 0.089; O -0.192; C -0.243; O -0.079; C -0.017; C 0.098; C -0.199; F 0.085; C -0.111; C 0.077; C -0.107; N -0.055; C -0.047; C -0.158; N -0.083; C -0.153; C -0.063; H 0.082; H 0.071; H 0.083; H 0.115; H 0.127; H 0.155; H 0.160; H 0.124; H 0.137; H 0.144; H 0.125; H 0.124; H 0.172; H 0.128; H 0.126; H 0.125; H 0.147; H 0.128; I 0.159


(2)
Computed, not measured: a structure of composition C34H33N4P2PtS, with wB97M-V/def2-TZVPD.

Geometry as XYZ:
```
75
Properties=species:S:1:pos:R:3
Pt -0.0626 -0.0898 -0.2078
C -2.5368 -0.6249 2.3326
P -2.6178 -1.2053 0.5867
C -4.2430 -1.8325 0.2954
C -5.1361 -1.1867 -0.6016
C -6.4046 -1.6835 -0.7470
C -6.7793 -2.8644 -0.0788
C -5.8835 -3.5398 0.7658
C -4.6195 -3.0452 0.9401
C -2.3922 0.2446 -0.4869
C -2.7625 1.5637 -0.1569
C -2.6827 2.5564 -1.1114
C -2.2416 2.2704 -2.4069
C -1.8714 0.9833 -2.7546
C -1.9137 -0.0374 -1.8005
C -1.1202 -0.4799 2.7938
C -0.5875 -0.6534 4.1167
C 0.7642 -0.5533 4.0091
C 1.0513 -0.3041 2.6199
C 2.3261 -0.1446 1.8950
P 2.1258 -0.8853 0.2079
C 3.4688 -0.2310 -0.7815
C 3.9058 1.0898 -0.6431
C 4.9232 1.5679 -1.4523
C 5.5005 0.7398 -2.4084
C 5.0555 -0.5663 -2.5636
C 4.0335 -1.0529 -1.7609
C 2.3717 -2.6428 0.4208
C 3.5919 -3.1052 0.9183
C 3.7921 -4.4659 1.0644
C 2.7881 -5.3623 0.7092
C 1.5788 -4.9045 0.2101
C 1.3663 -3.5412 0.0659
N -0.1081 -0.2473 1.9224
H -3.0727 -1.3396 2.9575
H -3.0770 0.3246 2.4046
H -4.8451 -0.2872 -1.1271
H -7.1160 -1.1710 -1.3804
H -7.7717 -3.2692 -0.2349
H -6.1845 -4.4556 1.2567
H -3.9135 -3.5746 1.5702
H -3.1507 1.8039 0.8249
H -2.9891 3.5632 -0.8554
H -2.2168 3.0567 -3.1513
H -1.5795 0.7528 -3.7714
H -1.8058 -1.0668 -2.1265
H -1.1653 -0.8287 5.0122
H 1.4943 -0.6338 4.8002
H 3.1728 -0.5684 2.4311
H 2.5125 0.9239 1.7390
H 3.4769 1.7459 0.1063
H 5.2785 2.5828 -1.3274
H 6.3042 1.1134 -3.0297
H 5.5093 -1.2134 -3.3025
H 3.6872 -2.0717 -1.8889
H 4.3848 -2.4123 1.1791
H 4.7346 -4.8315 1.4506
H 2.9559 -6.4259 0.8197
H 0.8092 -5.6090 -0.0770
H 0.4270 -3.1729 -0.3343
C -0.2718 6.1939 0.3879
C 0.5656 5.0256 0.9171
C 0.7083 3.9144 -0.0699
N 0.4799 2.6737 0.1654
N 0.7209 1.8624 -0.9437
C 1.1283 2.5252 -1.9996
N 1.4514 1.9523 -3.1654
S 1.2352 4.2182 -1.7123
H -0.4057 6.9369 1.1711
H -1.2589 5.8634 0.0601
H 0.2189 6.6911 -0.4509
H 0.1321 4.6073 1.8246
H 1.5639 5.3891 1.1708
H 1.4021 0.9530 -3.2683
H 1.7902 2.4914 -3.9437
```

The LUMO energy (spin up / spin down) is -8.02 / -12.03 eV. Its HOMO-LUMO gap (spin up / spin down) is 7.783 / 4.504 eV. As for the net charge: +3. As for the spin multiplicity: 5. The HOMO energy (spin up / spin down) is -15.81 / -16.53 eV.

Charges computed using natural (NBO), reported in e: Pt 0.925; C -0.770; P 1.156; C -0.359; C -0.105; C -0.203; C -0.022; C -0.196; C -0.141; C -0.393; C -0.197; C -0.173; C -0.154; C -0.172; C -0.338; C 0.330; C -0.229; C -0.195; C 0.366; C -0.792; P 1.106; C -0.455; C -0.203; C -0.188; C -0.153; C -0.209; C -0.121; C -0.462; C -0.123; C -0.200; C -0.143; C -0.200; C -0.178; N -0.622; H 0.298; H 0.289; H 0.222; H 0.261; H 0.258; H 0.264; H 0.238; H 0.237; H 0.255; H 0.256; H 0.254; H 0.265; H 0.270; H 0.271; H 0.290; H 0.294; H 0.212; H 0.240; H 0.248; H 0.248; H 0.226; H 0.220; H 0.249; H 0.249; H 0.239; H 0.206; C -0.602; C -0.462; C 0.109; N -0.310; N -0.443; C 0.260; N -0.771; S 0.444; H 0.253; H 0.206; H 0.220; H 0.244; H 0.250; H 0.421; H 0.436


(3)
Computed, not measured: a cluster of 2 separate species, C5H13NO3P in total, with wB97M-V/def2-TZVPD.

Geometry as XYZ:
```
23
Properties=species:S:1:pos:R:3
C -1.3492 0.5350 -1.4278
C -0.4080 1.6019 -1.6290
C -2.1228 -1.4555 -0.3198
C 0.0297 0.3043 3.2132
C 2.5596 -0.1737 -1.2104
N -1.2961 -0.2795 -0.4896
O 0.9343 -1.8107 1.1890
O 0.4236 0.6768 1.8462
O 1.6763 0.2559 -0.1563
P 0.7325 -0.4437 0.8159
H -2.1830 0.5063 -2.1965
H -0.9582 2.5367 -1.9729
H 0.1441 1.7301 -0.6736
H 0.3058 1.3766 -2.4652
H -2.5602 -1.8606 -1.2904
H -3.0481 -1.3611 0.2115
H -1.3859 -2.1408 0.1927
H 0.4763 1.0900 3.7731
H 0.6740 -0.4919 3.5736
H -1.0814 0.1238 3.2607
H 3.4785 0.5202 -0.9511
H 2.0203 -0.0445 -2.1916
H 2.9382 -1.1956 -1.1015
```

The LUMO energy (spin up / spin down) is -4.22 / -8.78 eV. Its HOMO-LUMO gap (spin up / spin down) is 5.853 / 6.231 eV. As for the net charge: +1. As for the spin multiplicity: 3. The HOMO energy (spin up / spin down) is -10.07 / -15.01 eV.

Charges computed using natural (NBO), reported in e: C 0.148; C -0.698; C -0.498; C -0.276; C -0.267; N -0.054; O -1.014; O -0.800; O -0.840; P 2.080; H 0.282; H 0.278; H 0.273; H 0.275; H 0.270; H 0.253; H 0.286; H 0.223; H 0.217; H 0.212; H 0.236; H 0.194; H 0.222


> Which of these has the lowest net charge?

C34H39F2IN4O3Ti


> What is the formula in the first record?

C34H39F2IN4O3Ti


> Which formula does entry 3 have?

C5H13NO3P


What did the third record say?
Computed, not measured: a cluster of 2 separate species, C5H13NO3P in total, with wB97M-V/def2-TZVPD.

Geometry as XYZ:
```
23
Properties=species:S:1:pos:R:3
C -1.3492 0.5350 -1.4278
C -0.4080 1.6019 -1.6290
C -2.1228 -1.4555 -0.3198
C 0.0297 0.3043 3.2132
C 2.5596 -0.1737 -1.2104
N -1.2961 -0.2795 -0.4896
O 0.9343 -1.8107 1.1890
O 0.4236 0.6768 1.8462
O 1.6763 0.2559 -0.1563
P 0.7325 -0.4437 0.8159
H -2.1830 0.5063 -2.1965
H -0.9582 2.5367 -1.9729
H 0.1441 1.7301 -0.6736
H 0.3058 1.3766 -2.4652
H -2.5602 -1.8606 -1.2904
H -3.0481 -1.3611 0.2115
H -1.3859 -2.1408 0.1927
H 0.4763 1.0900 3.7731
H 0.6740 -0.4919 3.5736
H -1.0814 0.1238 3.2607
H 3.4785 0.5202 -0.9511
H 2.0203 -0.0445 -2.1916
H 2.9382 -1.1956 -1.1015
```

The LUMO energy (spin up / spin down) is -4.22 / -8.78 eV. Its HOMO-LUMO gap (spin up / spin down) is 5.853 / 6.231 eV. As for the net charge: +1. As for the spin multiplicity: 3. The HOMO energy (spin up / spin down) is -10.07 / -15.01 eV.

Charges computed using natural (NBO), reported in e: C 0.148; C -0.698; C -0.498; C -0.276; C -0.267; N -0.054; O -1.014; O -0.800; O -0.840; P 2.080; H 0.282; H 0.278; H 0.273; H 0.275; H 0.270; H 0.253; H 0.286; H 0.223; H 0.217; H 0.212; H 0.236; H 0.194; H 0.222